Computed, not measured: C8H18N2O2 in the gas phase, with the ωB97M-V functional and the def2-TZVPD basis.

* DFT total energy: -15659.2815 eV
* HOMO-LUMO gap: 7.9627 eV
* ΔE to the lowest compared entry with this formula, charge and spin: 176.4 kJ/mol
* 2S+1: 1
* charge: 0
* HOMO energy: -7.4380 eV
* F_max: 5.37 eV Å⁻¹

XYZ file:
```
30
C8H18N2O2 | the OMol25 dataset | the ωB97M-V functional and the def2-TZVPD basis
N -0.88 -1.77 0.57
N -0.09 -2.93 0.17
H -0.38 -1.78 -1.50
O -0.53 -0.79 -1.44
H -0.10 -3.41 1.09
H -2.65 1.99 0.46
O 1.68 -1.03 0.21
H -0.16 2.67 -0.64
C 0.08 1.67 -0.51
H -4.54 0.39 0.12
C -0.97 0.74 0.24
H 2.09 0.03 -1.43
C -0.70 -0.63 -0.11
H 4.11 1.14 -0.25
H -0.94 0.91 1.30
H 1.43 1.53 1.19
C 3.74 0.15 0.12
H 4.32 -0.72 -0.21
H 3.78 0.12 1.27
H 0.88 -2.49 0.16
H -2.75 1.33 -1.14
C 2.24 0.08 -0.27
C -2.51 1.12 -0.11
H -3.28 -0.93 -0.46
H -1.06 -1.63 1.58
H 0.22 1.21 -1.57
C 1.52 1.44 0.12
C -3.49 -0.08 0.22
H -3.23 -0.53 1.20
H 2.16 2.20 -0.36
```

Partial charges, Löwdin, in e:
1. N 0.006
2. N 0.056
3. H 0.146
4. O 0.097
5. H 0.105
6. H 0.085
7. O -0.264
8. H 0.078
9. C -0.104
10. H 0.102
11. C -0.205
12. H 0.140
13. C -0.335
14. H 0.065
15. H 0.141
16. H 0.102
17. C -0.072
18. H 0.062
19. H 0.096
20. H 0.062
21. H 0.102
22. C -0.604
23. C -0.155
24. H 0.067
25. H 0.170
26. H 0.134
27. C -0.143
28. C -0.098
29. H 0.064
30. H 0.102